1.
This record from the OMol25 dataset describes a cluster of 28 separate species, C12H66N3O28PS in total at a distorted geometry. The level of theory is the ωB97M-V functional and the def2-TZVPD basis.

XYZ file:
```
111
Properties=species:S:1:pos:R:3:forces:R:3:mulliken_charge:R:1
C -2.54258 5.24502 -2.74583 -1.70 -6.98 0.81 -0.419
C -3.11624 4.06022 -2.57162 2.94 5.17 -0.74 -0.310
C -3.71609 2.55564 -2.35832 1.84 1.63 -0.47 -0.288
C -2.39133 1.58953 -2.34145 0.38 -0.37 1.47 0.695
C -1.78065 1.22051 -0.94702 0.47 -0.65 -4.80 -1.312
C -0.47191 0.32446 -0.91947 -0.93 0.42 -3.07 0.454
C 0.20987 -0.03260 0.51766 1.04 1.11 -1.04 0.096
C -0.00935 1.12896 1.62205 -2.20 -0.28 2.02 0.338
C 0.84338 2.49246 1.72053 0.59 -0.51 -0.21 -0.816
N -0.95701 0.90219 2.53924 2.85 1.09 -2.56 -0.682
C 0.13802 -0.17735 -2.28289 -2.12 1.80 2.19 -0.221
P 1.67639 -1.27177 -2.23141 0.47 -0.60 -4.16 0.949
O 2.12215 -1.66069 -3.67702 -0.92 1.16 3.37 -0.692
C -0.51290 0.21863 -3.67123 -1.81 1.28 -2.69 0.380
N -0.12800 -0.07880 -5.04667 -2.04 1.53 2.45 -0.368
S -1.21491 0.66571 -6.18025 0.15 -0.13 5.28 0.149
N -2.34187 1.45327 -5.10420 3.74 -2.35 3.47 -0.401
C -1.82333 1.13112 -3.76632 0.71 -0.40 0.83 0.111
H -1.67128 5.99681 -2.90002 -2.31 -1.53 0.43 0.312
H -4.39838 2.32681 -3.25578 1.34 0.41 1.68 0.142
H -4.29209 2.53383 -1.36171 0.96 -0.12 -1.68 0.388
H -2.33223 1.63084 -0.01505 1.31 -0.85 -1.68 0.441
H 1.35813 -0.05507 0.30967 -1.94 -0.19 0.41 0.020
H -0.11308 -1.07582 0.89118 0.20 1.88 -0.44 0.101
H 0.89738 2.88647 2.81577 -0.31 -0.92 -2.02 0.375
H 0.45511 3.35144 1.05855 0.46 -1.53 0.90 0.327
H 1.92712 2.27643 1.40525 -1.61 0.40 0.39 -0.185
H -0.94886 1.74043 3.15547 -0.14 -0.71 -0.27 0.293
H 1.33322 -2.45669 -1.46479 0.07 0.98 -0.14 -0.046
H 2.79414 -0.67580 -1.51995 -1.30 -0.08 -0.25 0.067
O 2.60626 4.78951 2.79375 0.07 0.08 0.30 -0.586
H 3.38882 5.31364 2.55960 0.14 -0.01 -0.26 0.337
H 2.47930 4.96749 3.73501 0.01 -0.10 -0.16 0.319
O 5.30514 -0.57359 -4.20118 -0.15 0.05 0.32 -0.643
H 4.35822 -0.75574 -4.11299 -0.04 0.01 -0.10 0.315
H 5.64682 -0.67305 -3.30347 -0.01 -0.07 -0.24 0.316
O 5.09186 5.77301 1.65594 -0.36 0.44 0.19 -0.685
H 5.27673 6.62866 1.24742 0.07 -0.24 -0.02 0.326
H 5.23010 5.13713 0.93913 0.13 -0.04 0.12 0.334
O 4.52557 3.12591 0.77659 -0.22 -0.30 0.08 -0.666
H 4.18502 2.32856 0.35163 0.15 0.22 -0.04 0.290
H 3.93852 3.25636 1.53616 0.05 0.17 0.00 0.367
O 3.16074 -1.93873 0.34668 0.13 -0.25 0.17 -0.463
H 3.28007 -2.76084 -0.14923 0.12 0.11 0.04 0.301
H 4.06177 -1.66820 0.57041 -0.14 -0.17 0.19 0.248
O 7.06473 5.56269 -0.35679 0.34 -0.18 -0.24 -0.608
H 7.17831 4.74110 -0.85268 -0.09 0.15 0.06 0.310
H 7.96700 5.83179 -0.14040 -0.21 -0.01 0.02 0.299
O -3.69477 3.79343 -7.28071 0.16 -0.34 -0.04 -0.716
H -3.31251 3.65033 -6.40267 -0.08 -0.04 -0.02 0.336
H -4.37947 3.11395 -7.34973 -0.06 0.22 0.15 0.346
O 1.19308 -2.84760 2.97049 -0.03 0.06 -0.35 -0.603
H 1.12914 -1.95179 3.33312 -0.05 -0.07 0.08 0.353
H 1.50344 -2.71102 2.06320 -0.02 0.19 0.04 0.222
O -3.64869 6.58205 -6.72315 -0.18 0.10 -0.08 -0.636
H -4.59323 6.76106 -6.81128 0.24 0.00 -0.02 0.286
H -3.52803 5.73268 -7.17469 -0.15 0.05 0.12 0.344
O -0.37883 -1.73968 5.53543 0.23 -0.05 -0.09 -0.625
H -1.32331 -1.55934 5.43985 0.15 -0.15 -0.03 0.329
H -0.25683 -2.58627 5.08545 -0.30 0.12 0.04 0.269
O -1.81087 -3.45689 1.57850 0.37 -0.02 -0.24 -0.616
H -0.93958 -3.38598 1.99414 -0.14 0.01 0.16 0.303
H -1.61452 -3.68965 0.66149 -0.17 0.05 0.15 0.302
O -6.11030 1.20558 -2.95815 -0.61 -0.19 -0.40 -0.591
H -6.97839 1.32395 -3.36622 0.09 -0.17 0.15 0.267
H -5.70224 0.49661 -3.47614 0.04 -0.04 0.17 0.323
O -1.23947 8.03624 -1.67177 -0.22 0.26 0.07 -0.624
H -2.06806 8.25807 -2.11718 0.14 -0.07 0.05 0.328
H -1.24555 8.58792 -0.87897 0.07 -0.15 -0.15 0.303
O 0.49147 -5.19247 6.48461 0.06 0.30 0.17 -0.650
H 0.42697 -4.29770 6.84664 0.16 -0.03 -0.16 0.321
H 0.80115 -5.05598 5.57941 -0.07 -0.11 0.14 0.292
O -4.60883 -0.93029 -0.32697 0.21 0.21 0.09 -0.711
H -3.83049 -0.40385 -0.55718 -0.03 0.04 0.04 0.369
H -4.73283 -0.76531 0.61673 0.00 -0.19 -0.17 0.292
O 0.77011 -5.85116 9.57749 -0.16 0.06 -0.38 -0.606
H 0.59010 -5.61984 8.65610 0.22 -0.16 0.03 0.318
H 0.06848 -6.47723 9.80358 0.20 0.08 0.30 0.322
O 2.72783 -8.29112 8.84458 0.16 0.18 -0.10 -0.636
H 2.66043 -7.39594 9.20578 -0.23 -0.08 -0.06 0.337
H 3.03790 -8.15541 7.94011 -0.08 -0.07 0.19 0.298
O -4.17162 -1.87496 -3.06871 -0.21 -0.03 -0.02 -0.609
H -4.31071 -1.75952 -2.11722 -0.11 -0.04 -0.02 0.369
H -4.85002 -2.51145 -3.32846 0.18 0.11 0.03 0.295
O 4.15136 -3.69313 -3.45846 0.18 -0.21 -0.03 -0.626
H 3.73117 -4.49083 -3.80972 -0.07 0.10 0.08 0.318
H 3.86835 -2.99377 -4.06297 -0.17 -0.07 0.25 0.322
O 2.05233 -5.83127 -3.63158 -0.01 -0.07 0.11 -0.605
H 1.89958 -5.70560 -2.68677 -0.01 -0.06 -0.23 0.277
H 1.37960 -6.47370 -3.89286 0.07 0.14 0.15 0.314
O 4.16956 7.99722 3.93923 -0.18 -0.17 -0.24 -0.641
H 3.30590 8.11724 3.52317 0.16 0.03 0.10 0.332
H 4.57563 7.28114 3.43297 0.04 0.04 0.10 0.314
O 4.10155 -3.80294 2.73533 -0.08 -0.27 -0.32 -0.603
H 3.15653 -3.62176 2.64100 0.13 0.05 0.33 0.333
H 4.22461 -4.64901 2.28523 0.09 0.14 0.16 0.317
O -5.45409 3.32468 -9.60785 0.28 -0.26 0.00 -0.653
H -5.33728 2.50566 -10.10662 -0.09 0.18 0.05 0.318
H -4.55194 3.59352 -9.38480 -0.13 0.10 -0.05 0.338
O -5.58172 3.58702 -5.02629 -0.41 0.09 0.03 -0.504
H -6.26902 3.37199 -4.38234 0.24 -0.03 -0.04 0.235
H -5.81557 4.47441 -5.32941 0.24 -0.12 0.00 0.287
O -2.15607 -3.97318 5.70018 -0.27 -0.11 0.17 -0.562
H -1.78289 -4.11395 6.57976 -0.06 -0.03 -0.20 0.324
H -2.84104 -4.65042 5.62586 0.15 0.14 -0.09 0.270
O 0.07053 -7.60481 11.72196 0.11 -0.25 -0.13 -0.676
H 0.19098 -8.42675 11.22756 0.01 0.08 0.15 0.335
H 0.97000 -7.33683 11.95224 -0.18 0.04 -0.07 0.324
O -0.31370 -7.52500 -2.66214 -0.24 -0.21 0.08 -0.599
H -0.64711 -8.32422 -3.09071 0.11 0.14 0.05 0.301
H -0.90595 -7.39902 -1.90943 0.13 0.04 -0.15 0.298
```
Positions in Å, forces in eV/Å.

E_tot: -3506.984425 a.u.
LUMO energy: -1.7687 eV
Orbital gap: 7.14 eV
M: 763.7 g mol⁻¹


2.
This record from the OMol25 dataset describes a structure of composition C21H23N7OPtSe. The level of theory is the ωB97M-V functional and the def2-TZVPD basis.

XYZ file:
```
54
Properties=species:S:1:pos:R:3:forces:R:3:mulliken_charge:R:1
Pt 0.92968 -0.38186 -1.32360 0.02 -0.06 -0.08 1.031
C -1.66360 -1.97607 0.75296 0.00 0.08 -0.03 -1.389
N -1.69311 -2.07410 -0.67142 -0.05 -0.03 0.08 -0.065
C -1.18048 -3.24111 -1.30638 -0.08 -0.06 -0.01 -1.142
C 0.28287 -3.40466 -1.03277 -0.02 -0.03 -0.05 0.581
N 1.14727 -2.43373 -0.91897 0.16 -0.01 0.02 -0.232
C 2.38605 -3.02984 -0.68713 -0.04 0.01 0.00 0.822
C 3.64003 -2.45296 -0.51954 0.00 0.00 0.00 -0.740
C 4.70227 -3.30928 -0.30812 0.00 0.01 0.00 -0.664
C 4.52798 -4.70149 -0.26790 -0.01 0.00 0.00 -0.415
C 3.28680 -5.28236 -0.44470 0.01 0.01 0.01 -1.022
C 2.22231 -4.41440 -0.65716 0.01 -0.02 0.00 0.377
N 0.87053 -4.62165 -0.87829 0.00 0.02 0.03 -0.063
C -0.81063 -0.83958 1.25229 -0.03 -0.05 -0.04 0.268
N 0.15767 -0.22778 0.62047 0.03 0.05 0.10 -0.586
C 0.62770 0.76421 1.48372 -0.03 0.00 -0.01 0.322
C 1.62596 1.71552 1.29750 0.01 0.00 0.00 -0.208
C 1.84912 2.60458 2.33162 0.00 0.00 0.00 -0.755
C 1.10331 2.55397 3.51921 0.00 0.00 0.00 -0.450
C 0.11015 1.61183 3.71025 0.01 0.00 0.00 -1.069
C -0.10803 0.72032 2.66714 -0.03 -0.01 0.00 0.474
N -1.00303 -0.32132 2.49365 0.00 0.02 0.02 0.018
H -1.27756 -2.90746 1.18323 0.01 0.01 0.01 0.413
H -2.66487 -1.82413 1.16702 -0.02 -0.02 0.00 0.579
H -2.40312 -1.53746 -1.13647 0.01 0.03 0.00 0.272
H -1.32255 -3.14349 -2.38485 0.03 0.03 0.00 0.368
H -1.68191 -4.17749 -1.00203 0.00 0.01 -0.01 0.345
H 3.75186 -1.37812 -0.57548 0.00 0.00 0.00 0.355
H 5.69556 -2.90121 -0.17762 0.00 0.00 0.00 0.396
H 5.38865 -5.33560 -0.10130 0.00 0.00 0.00 0.378
H 3.15640 -6.35622 -0.42336 0.00 0.00 0.00 0.390
H 0.38933 -5.50297 -0.90344 0.00 0.00 -0.01 0.215
H 2.17870 1.74230 0.36623 0.00 0.00 0.00 0.380
H 2.61578 3.36050 2.22465 0.00 0.00 0.00 0.432
H 1.30938 3.27070 4.30318 0.00 0.00 0.00 0.401
H -0.46686 1.57559 4.62484 0.00 0.00 0.00 0.422
H -1.76459 -0.56591 3.10165 0.00 0.00 0.00 0.254
Se 1.43200 1.02861 -2.97934 -0.01 0.05 -0.01 -0.600
N -3.33950 0.41633 -0.14763 0.04 -0.04 0.03 -0.646
C -2.97030 1.45986 -0.48622 -0.07 -0.01 -0.04 0.427
N -2.60758 2.68388 -0.82977 0.02 0.06 0.03 0.008
C -3.50517 3.46139 -1.68962 -0.01 -0.01 0.01 -0.536
C -3.19543 4.93192 -1.47722 0.00 0.01 0.00 -0.597
O -1.83542 5.21219 -1.73378 0.00 0.00 -0.01 -0.374
C -0.98515 4.47161 -0.87072 0.00 0.00 0.00 -0.765
C -1.18289 2.98195 -1.05059 0.00 -0.03 -0.01 0.625
H -4.53738 3.24246 -1.41890 0.00 0.00 0.00 0.423
H -3.34275 3.19267 -2.73905 -0.01 0.00 0.00 0.295
H -3.45016 5.21237 -0.44624 0.00 0.00 0.00 0.340
H -3.77949 5.54262 -2.16447 0.00 0.00 0.00 0.346
H -1.18091 4.75370 0.17243 0.00 0.00 0.00 0.391
H 0.03702 4.74329 -1.12762 0.00 0.00 0.00 0.337
H -0.58530 2.42060 -0.33555 0.01 -0.01 0.00 -0.451
H -0.88662 2.66730 -2.05481 0.02 -0.01 0.00 0.079
```
Positions in Å, forces in eV/Å.

Energy relative to the best compared isomer or geometry (same formula, charge and spin): 15.87 kcal/mol
E_tot: -3793.328069 a.u.
LUMO energy: 0.3112 eV
Orbital gap: 6.37 eV
M: 663.5 g mol⁻¹


3.
This record from the OMol25 dataset describes a cluster of 2 separate species, C4H6S4 in total at a distorted geometry. The level of theory is the ωB97M-V functional and the def2-TZVPD basis.

XYZ file:
```
14
Properties=species:S:1:pos:R:3:forces:R:3:mulliken_charge:R:1
C -1.99193 0.53429 1.68937 2.96 -3.08 1.23 -0.788
C -1.24146 0.22196 0.64843 1.23 0.43 -0.11 0.201
C 0.07867 -0.31898 0.83785 1.79 -0.69 -2.64 -0.020
C 1.00250 0.00719 -1.01493 -0.49 -0.81 1.67 -0.131
S 0.93402 -1.12796 1.88824 -0.36 0.26 0.02 -0.208
S 0.78580 1.76826 -1.34169 -0.13 -0.65 -2.18 -0.141
S 0.08502 -0.95115 -2.25011 -0.65 -0.59 1.36 -0.170
S 2.69325 -0.62483 -0.87668 0.56 -0.64 -0.78 -0.165
H -2.82372 1.06632 1.56053 -3.37 1.98 -0.09 0.359
H -1.69240 0.03551 2.64231 -0.48 1.03 -0.55 0.216
H -1.35691 0.54942 -0.36530 -0.79 0.30 -0.26 0.367
H 0.93562 2.22843 -0.16188 0.38 0.52 1.96 0.142
H -0.30390 -1.85850 -1.27035 0.23 0.47 -1.10 0.181
H 2.89543 -1.52997 -1.98579 -0.90 1.45 1.48 0.159
```
Positions in Å, forces in eV/Å.

Energy relative to the best compared isomer or geometry (same formula, charge and spin): 81.62 kcal/mol
E_tot: -1748.617628 a.u.
LUMO energy: -1.0548 eV
Orbital gap: 7.27 eV
M: 182.4 g mol⁻¹